(1)
16
Properties=species:S:1:pos:R:3:forces:R:3 method="wB97M-V/def2-TZVPD" gap_ev=8.2 e_above_lowest_kcal_mol=52.8 total_charge=+1 largest_force_ev_per_a=5.8 energy_ev=-15818.7131
C 1.093 -0.405 0.639 3.1 2.9 -3.8
C -2.385 -0.505 -0.418 0.6 3.5 0.4
C -1.317 -1.016 0.557 0.1 0.8 0.8
N -0.083 -0.361 0.123 -0.1 1.7 0.2
N 2.118 0.465 -0.031 -0.8 -4.1 3.9
N 1.667 1.515 -0.750 0.3 2.0 -0.2
I 4.128 0.360 0.873 -1.8 0.2 -0.8
H 1.442 -1.175 1.292 0.2 -0.2 0.5
H -2.645 0.553 0.005 0.1 -1.8 -0.4
H -1.919 -0.106 -1.376 -0.8 -1.6 0.6
H -3.331 -1.014 -0.472 0.1 -0.5 -0.4
H -1.034 -2.050 0.654 -0.7 -0.7 -0.2
H -1.537 -0.589 1.560 0.0 -0.7 -0.5
H -0.269 0.474 -0.464 0.6 -0.5 0.2
H 1.926 1.465 -1.721 0.1 -0.7 -0.6
H 2.145 2.388 -0.470 -0.8 -0.4 0.4

***

(2)
10
Properties=species:S:1:pos:R:3:forces:R:3 method="wB97M-V/def2-TZVPD" smiles="N[C@@H](S)[N+](=O)[O-]" gap_ev=9.5 e_above_lowest_kcal_mol=81.8 largest_force_ev_per_a=6.4 energy_ev=-19008.3786
C 0.429 -0.128 -0.088 -3.2 2.4 -5.0
N -0.158 -1.146 0.613 -0.1 -0.3 -1.3
N 1.853 -0.026 -0.029 0.6 0.1 0.2
O 2.384 0.659 -0.865 0.7 0.2 -0.7
O 2.380 -0.561 0.893 1.2 -0.9 1.4
S -0.077 1.714 0.379 -3.0 -2.9 2.9
H 0.235 -0.124 -1.259 0.1 -0.3 2.6
H 0.234 -1.063 1.500 -0.2 -0.8 2.4
H -1.135 -1.411 0.442 1.0 0.6 0.4
H 0.728 2.200 -0.392 2.9 1.9 -2.9

***

(3)
112
Properties=species:S:1:pos:R:3:forces:R:3 method="wB97M-V/def2-TZVPD" gap_ev="6.2 / 6.3" e_above_lowest_kcal_mol=20.2 total_charge=+1 largest_force_ev_per_a=1.7 energy_ev=-246374.5841
Os -1.246 0.091 0.893 -0.8 -1.4 0.7
O -1.586 0.225 2.989 0.4 0.9 0.5
N -2.688 -0.325 3.490 0.2 0.0 -0.1
C -3.066 0.048 4.730 0.1 0.1 0.1
C -4.182 -0.488 5.310 -0.1 -0.1 -0.1
C -4.922 -1.432 4.593 0.1 0.0 0.1
C -4.500 -1.803 3.338 0.0 -0.1 -0.1
C -3.352 -1.237 2.775 -0.3 -0.3 0.0
S -2.761 -1.705 1.213 0.8 0.6 -0.5
H -2.417 0.771 5.198 0.0 0.0 -0.1
H -4.468 -0.179 6.305 0.0 0.0 0.0
H -5.812 -1.871 5.021 0.0 0.0 0.0
H -5.036 -2.539 2.755 0.0 0.0 0.0
N -4.617 4.139 -0.272 0.0 -0.1 0.0
C -4.640 3.069 0.716 -0.2 0.0 -0.2
C -3.337 2.317 0.626 -0.3 -0.1 0.1
O -3.213 1.160 1.024 0.7 0.5 0.0
O -2.343 2.981 0.111 0.1 0.0 0.0
H -4.861 3.770 -1.186 0.0 0.0 0.0
H -2.720 3.841 -0.206 -0.1 0.0 0.0
H -5.280 4.869 -0.049 0.1 0.1 0.1
H -5.463 2.359 0.624 0.0 -0.1 0.0
H -4.680 3.507 1.715 0.0 0.0 0.1
C -1.271 1.601 -4.833 0.0 0.0 -0.1
Ge -0.581 1.919 -3.026 0.0 -0.1 0.3
C -0.957 3.784 -2.511 0.0 0.0 0.0
C 1.372 1.926 -3.157 0.1 0.0 -0.1
Ge -1.593 0.163 -1.554 -0.1 0.4 -1.1
C -1.219 -1.489 -2.569 0.1 -0.1 0.2
C -1.981 -2.647 -2.401 0.1 0.0 0.0
C -1.707 -3.800 -3.128 0.0 0.0 0.0
C -0.653 -3.820 -4.031 0.0 0.0 0.0
C 0.125 -2.683 -4.202 0.0 0.0 0.0
C -0.154 -1.534 -3.470 -0.1 -0.1 0.0
C -3.540 0.485 -1.918 -0.1 0.1 0.1
C -4.530 -0.426 -1.534 0.0 0.1 -0.1
C -5.867 -0.231 -1.861 0.1 0.0 0.0
C -6.259 0.902 -2.561 0.0 0.0 0.0
C -5.304 1.840 -2.922 0.1 0.0 0.0
C -3.964 1.630 -2.600 0.0 -0.1 0.1
H -0.943 2.421 -5.476 0.0 0.0 0.0
H -2.357 1.537 -4.866 0.0 0.0 0.0
H -0.864 0.667 -5.223 0.0 0.0 0.0
H -0.547 4.427 -3.295 0.0 0.0 0.0
H -0.439 4.021 -1.579 -0.1 0.0 0.0
H -2.017 4.019 -2.408 0.1 0.0 0.0
H 1.645 2.466 -4.067 0.0 0.0 0.0
H 1.793 0.923 -3.209 0.0 0.0 0.0
H 1.813 2.437 -2.302 0.0 0.0 0.0
H -2.796 -2.667 -1.686 0.0 0.0 -0.1
H -2.319 -4.683 -2.986 0.0 0.0 0.0
H -0.434 -4.720 -4.593 0.0 0.0 0.0
H 0.953 -2.690 -4.900 0.0 0.0 0.0
H 0.475 -0.664 -3.603 0.0 0.0 0.0
H -4.265 -1.300 -0.957 0.0 0.0 -0.1
H -6.603 -0.973 -1.574 0.0 0.0 0.0
H -7.298 1.045 -2.833 0.0 0.0 0.0
H -5.596 2.728 -3.474 0.0 0.0 0.0
H -3.237 2.370 -2.907 -0.1 0.0 0.0
C 4.687 5.061 0.479 -0.1 -0.1 0.0
C 3.930 3.779 0.253 0.1 0.1 0.0
C 4.460 2.763 -0.528 0.0 0.0 0.0
C 3.813 1.542 -0.688 0.1 0.0 0.0
C 4.434 0.529 -1.620 -0.1 0.1 0.1
C 2.616 1.308 0.001 0.0 0.1 0.2
As 1.780 -0.441 -0.289 0.0 -0.1 -0.4
N 0.497 -0.557 1.151 -0.8 -0.2 0.6
C 0.893 -1.128 2.406 0.2 -0.1 -0.2
C 0.176 -2.162 2.998 0.1 -0.2 -0.1
C 0.575 -2.679 4.221 0.0 0.0 0.0
C 1.702 -2.182 4.862 0.0 0.0 -0.1
C 2.428 -1.159 4.264 0.0 0.0 0.1
C 2.027 -0.637 3.047 -0.1 0.3 0.0
C 2.943 -1.896 0.371 0.0 0.0 0.0
C 2.393 -3.157 0.052 0.0 0.0 -0.1
C 1.068 -3.325 -0.658 0.1 0.0 0.1
C 3.099 -4.313 0.357 0.0 0.0 0.0
C 4.351 -4.273 0.955 0.0 0.0 0.0
C 5.150 -5.526 1.193 -0.1 0.1 0.1
C 4.854 -3.031 1.302 0.0 0.0 0.0
C 4.184 -1.842 1.030 0.0 0.0 0.0
C 4.890 -0.596 1.512 0.0 -0.1 0.0
C 2.005 2.365 0.701 -0.1 -0.1 -0.1
C 0.610 2.294 1.292 0.2 -0.2 0.1
C 2.681 3.573 0.826 -0.1 0.0 0.0
H 5.405 5.241 -0.320 0.0 0.0 0.0
H 5.244 5.004 1.417 0.0 0.0 0.0
H 4.016 5.917 0.548 0.0 0.0 0.0
H 5.407 2.921 -1.035 0.0 0.0 0.0
H 5.519 0.634 -1.629 0.0 0.0 0.0
H 4.076 0.698 -2.638 0.0 0.0 0.0
H 4.199 -0.501 -1.352 0.1 0.0 0.0
H -0.661 -2.595 2.471 -0.1 0.0 0.0
H -0.001 -3.479 4.671 0.1 0.0 0.0
H 2.022 -2.600 5.807 0.0 0.0 0.0
H 3.310 -0.759 4.750 0.0 0.0 0.0
H 2.583 0.174 2.591 0.0 0.0 0.0
H 1.132 -2.980 -1.691 -0.1 0.0 0.0
H 0.258 -2.771 -0.179 0.0 0.0 0.0
H 0.779 -4.375 -0.678 0.0 0.0 0.0
H 2.661 -5.272 0.102 0.0 0.0 0.0
H 4.563 -6.418 0.981 0.0 0.0 0.0
H 5.503 -5.576 2.224 0.0 0.0 0.0
H 6.030 -5.538 0.546 0.0 0.0 0.0
H 5.817 -2.971 1.803 0.0 0.0 0.0
H 4.977 -0.633 2.601 0.0 0.0 0.0
H 4.390 0.324 1.248 0.0 0.0 0.0
H 5.904 -0.555 1.111 0.0 0.0 0.0
H -0.116 1.934 0.517 0.0 0.2 -0.1
H 0.275 3.284 1.598 -0.1 0.0 -0.2
H 0.560 1.651 2.168 0.1 0.1 0.1
H 2.211 4.381 1.378 0.0 0.0 0.0

***

(4)
21
Properties=species:S:1:pos:R:3:forces:R:3 method="wB97M-V/def2-TZVPD" smiles=CNCCNC.O gap_ev=9.1 e_above_lowest_kcal_mol=96.3 largest_force_ev_per_a=5.2 energy_ev=-9399.4319
C -0.475 2.205 -1.116 -0.5 4.5 2.6
N -0.314 1.203 -2.013 -0.8 -3.4 -3.5
C 1.072 0.681 -2.219 -0.2 -1.7 1.0
C 1.363 -0.198 -1.029 -0.6 -2.2 0.3
N 0.339 -1.373 -0.938 0.9 -1.4 0.3
C 0.971 -2.486 -0.099 -4.3 0.3 -1.1
H -0.295 1.740 -0.156 0.1 0.9 1.3
H -1.566 2.557 -1.125 1.4 -0.3 0.1
H 0.192 3.176 -1.215 -1.1 -2.0 -0.1
H -1.033 0.475 -1.591 2.6 1.1 -2.0
H 1.160 -0.110 -2.957 -0.9 0.4 -1.1
H 1.955 1.336 -2.460 -1.5 0.3 0.5
H 2.362 -0.704 -1.068 -0.8 0.2 -0.4
H 1.431 0.348 -0.126 -0.3 0.7 1.3
H -0.708 -1.468 -0.849 2.0 1.5 -0.1
H 0.114 -3.080 0.466 1.9 0.8 -1.5
H 1.609 -3.072 -0.736 0.3 -0.5 0.2
H 1.427 -1.927 0.627 1.9 0.6 2.2
H -3.137 -0.554 6.088 0.1 -0.1 0.2
H -3.188 0.890 6.661 0.0 -0.4 -0.2
O -3.278 0.363 5.854 -0.1 0.5 0.0

***

(5)
50
Properties=species:S:1:pos:R:3:forces:R:3 method="wB97M-V/def2-TZVPD" gap_ev=7.5 e_above_lowest_kcal_mol=0.0 total_charge=+2 largest_force_ev_per_a=1.3 energy_ev=-49687.3066
Tl -0.314 0.173 0.321 -0.1 0.4 0.7
F 4.797 0.061 4.340 0.0 0.0 0.0
C 3.526 0.031 3.941 0.0 0.0 0.0
F 2.925 1.135 4.411 0.0 0.1 0.0
F 2.937 -1.025 4.512 0.0 -0.1 0.0
C 3.427 -0.034 2.433 0.0 0.0 0.0
C 4.572 -0.061 1.659 -0.1 0.0 0.0
C 4.471 -0.116 0.273 0.0 0.0 0.0
C 3.216 -0.122 -0.284 -0.1 0.0 -0.2
N 2.104 -0.097 0.463 -0.6 0.0 -0.2
C 2.172 -0.065 1.807 0.3 -0.1 0.1
S 0.656 -0.078 2.665 -0.3 0.0 -0.4
H 5.539 -0.039 2.142 0.0 0.0 0.0
H 5.350 -0.151 -0.354 0.0 0.0 0.0
H 3.074 -0.153 -1.357 0.0 0.0 0.0
C 1.514 5.633 0.798 0.1 0.0 0.0
N 0.720 4.502 0.313 0.0 0.0 0.0
C -0.386 4.575 -0.500 0.0 0.0 0.0
C -0.813 3.300 -0.688 0.1 0.0 0.0
N 0.026 2.451 0.006 -0.1 -0.3 -0.1
C 0.937 3.214 0.591 0.0 -0.1 0.0
H 1.001 6.556 0.549 0.0 0.0 0.0
H 2.496 5.636 0.330 0.0 0.0 -0.1
H 1.631 5.570 1.877 -0.1 0.0 0.0
H -0.770 5.508 -0.874 0.1 0.0 0.0
H -1.647 2.941 -1.265 0.0 0.0 0.0
H 1.745 2.856 1.211 0.0 0.1 0.0
C -3.964 -3.871 0.267 -0.2 -0.1 0.0
N -2.586 -3.461 -0.140 0.0 0.1 0.1
C -1.756 -3.169 1.063 0.1 0.0 0.2
C -2.579 -2.327 -1.154 0.0 0.3 -0.1
C -3.224 -1.063 -0.662 -0.1 0.0 0.1
C -4.606 -0.901 -0.777 0.0 -0.1 -0.1
C -5.246 0.219 -0.268 0.0 0.0 0.0
C -4.515 1.208 0.369 0.1 0.0 0.0
C -3.129 1.101 0.451 -0.3 -0.1 -0.1
C -2.512 -0.022 -0.076 1.3 0.0 0.0
H -3.897 -4.730 0.930 0.1 0.0 0.0
H -4.544 -4.139 -0.612 0.1 0.0 -0.1
H -4.442 -3.048 0.790 0.1 0.0 0.0
H -2.165 -4.261 -0.615 0.0 0.0 0.0
H -2.186 -2.326 1.598 -0.1 0.0 -0.1
H -0.735 -2.942 0.764 0.0 0.0 -0.1
H -1.747 -4.039 1.714 0.0 0.0 0.0
H -3.095 -2.697 -2.038 0.0 -0.1 0.0
H -1.537 -2.140 -1.413 0.1 -0.2 0.0
H -5.189 -1.659 -1.288 0.0 0.0 0.0
H -6.319 0.315 -0.367 0.0 0.0 0.0
H -5.009 2.074 0.788 0.0 0.0 0.0
H -2.563 1.894 0.923 0.0 0.0 0.0

***

(6)
20
Properties=species:S:1:pos:R:3:forces:R:3 method="wB97M-V/def2-TZVPD" gap_ev=8.4 e_above_lowest_kcal_mol=119.1 total_charge=+1 largest_force_ev_per_a=5.4 energy_ev=-13457.6551
C 0.046 2.026 -0.131 1.1 2.7 1.2
C -1.266 1.819 0.216 -0.6 0.9 -2.3
C -3.271 0.010 0.302 2.1 0.1 -0.6
C -3.133 -1.324 0.075 -2.1 0.3 -0.5
C 1.067 1.060 -0.324 -2.3 -0.1 0.3
C -1.897 0.582 0.106 -1.0 -1.4 1.3
C -1.122 -0.529 -0.095 4.9 1.8 -0.9
C 2.682 -1.026 0.545 1.4 -2.3 -4.7
N -1.821 -1.631 -0.266 1.3 -4.1 0.3
N 0.687 -0.212 -0.370 -4.0 -0.9 0.7
O 1.465 -1.325 -0.210 0.0 1.5 -0.3
H 0.424 3.127 -0.014 -0.7 -2.3 -0.6
H -1.946 2.662 0.117 0.3 0.3 1.0
H -4.209 0.489 0.500 0.0 0.3 0.0
H -4.025 -2.002 -0.003 1.6 0.2 0.2
H 2.048 1.512 -0.419 0.4 -1.1 0.0
H 3.573 -0.815 -0.120 -1.3 0.2 0.2
H 2.899 -1.993 0.861 0.4 -1.3 1.6
H 2.547 -0.271 1.181 -0.7 2.5 3.0
H -1.410 -2.636 -0.250 -1.0 2.5 -0.1

***

(7)
26
Properties=species:S:1:pos:R:3:forces:R:3 method="wB97M-V/def2-TZVPD" gap_ev=8.1 e_above_lowest_kcal_mol=11.3 largest_force_ev_per_a=4.4 energy_ev=-28827.8409
C -0.506 0.361 -3.452 -1.7 -1.5 -0.9
C 0.618 0.695 -1.695 -0.6 0.8 -1.4
C -0.625 0.378 -1.304 -0.8 -0.3 4.3
C 1.992 1.478 0.230 0.7 1.7 -0.9
C 1.249 -1.414 3.209 -2.6 -0.1 1.2
C -2.791 -0.182 -2.604 0.6 0.3 -2.2
C -0.016 -1.740 2.407 -0.8 -1.5 2.5
N 0.637 0.716 -3.058 3.0 0.6 0.0
N -1.370 0.040 -2.454 1.0 1.3 0.5
N 1.766 1.128 -1.068 2.3 -0.1 0.8
N 0.896 1.606 1.091 -0.8 -1.6 -0.7
O 3.056 1.979 0.614 -1.0 -1.1 -0.5
O -1.464 0.994 2.252 0.8 0.1 -0.9
O -0.012 -0.914 1.267 -0.8 0.6 -0.6
P -0.470 0.608 1.233 -0.3 -0.4 -2.5
H -0.679 0.074 -4.460 -0.6 0.2 -0.7
H 1.365 -2.208 3.943 0.6 -0.1 -0.1
H 2.107 -1.147 2.633 0.5 -0.1 -0.3
H 0.849 -0.581 3.796 1.0 0.4 0.1
H -3.015 -1.028 -2.081 -0.9 -2.2 1.7
H -3.312 0.645 -2.202 -0.8 0.9 0.1
H -3.117 -0.444 -3.672 0.9 0.9 1.3
H -0.956 -1.751 3.157 1.7 1.2 -1.9
H -0.110 -2.792 2.127 0.6 0.2 -0.9
H 2.639 1.226 -1.639 -1.5 -0.3 0.6
H 1.268 2.271 1.731 -0.7 0.4 1.5

***

(8)
11
Properties=species:S:1:pos:R:3:forces:R:3 method="wB97M-V/def2-TZVPD" gap_ev=11.3 e_above_lowest_kcal_mol=99.8 largest_force_ev_per_a=0.8 energy_ev=-7762.2006
N 0.252 -1.737 -0.218 0.0 0.1 0.4
C 0.273 -1.179 0.915 0.0 -0.2 -0.2
O 0.457 0.146 1.078 0.0 -0.1 0.0
C 0.566 0.896 -0.129 0.1 0.1 -0.1
C -0.750 1.105 -0.778 -0.4 -0.3 -0.4
C -1.798 0.984 -1.488 0.6 0.2 0.5
H 0.110 -2.739 -0.118 0.0 0.1 0.0
H 0.158 -1.649 1.895 0.0 0.0 -0.2
H 1.209 0.372 -0.841 -0.1 0.1 0.1
H 1.022 1.844 0.160 -0.1 -0.1 -0.1
H -1.498 1.958 -0.477 -0.2 0.1 0.0

***

(9)
21
Properties=species:S:1:pos:R:3:forces:R:3 method="wB97M-V/def2-TZVPD" gap_ev=6.4 e_above_lowest_kcal_mol=17.0 total_charge=-1 largest_force_ev_per_a=2.0 energy_ev=-20222.1957
C -1.127 1.358 0.544 -1.0 0.9 0.7
N -1.703 0.054 0.845 0.0 -0.1 -1.0
C -1.164 -1.057 0.050 -0.7 -0.4 0.3
N -0.339 -2.016 0.742 0.7 -0.5 0.4
C 0.373 1.549 0.684 0.4 -0.3 -1.3
C 1.266 1.286 -0.565 1.7 0.8 0.4
S 2.778 0.301 -0.092 -0.6 -0.3 -0.4
H -1.525 1.684 -0.420 0.4 -0.3 -0.5
H -1.632 2.121 1.167 0.1 -0.5 0.3
H -1.777 -0.198 1.813 0.3 0.2 0.3
H -0.556 -0.692 -0.770 0.0 0.5 0.0
H -2.002 -1.583 -0.432 0.2 -0.1 0.2
H 0.420 -1.566 1.241 0.4 0.2 -0.4
H -0.737 -2.664 1.411 -0.7 0.3 -0.3
H 0.785 0.867 1.426 -0.2 0.2 0.4
H 0.578 2.583 0.967 0.0 -0.1 0.3
H 0.824 0.982 -1.511 -0.7 -0.6 0.2
H 1.762 2.219 -0.864 -0.5 0.2 0.1
H 0.753 -2.117 -1.578 0.5 0.3 0.2
H 1.796 -1.179 -2.263 0.5 0.5 0.9
O 1.228 -1.932 -2.397 -0.8 -0.9 -0.8

***

(10)
14
Properties=species:S:1:pos:R:3:forces:R:3 method="wB97M-V/def2-TZVPD" gap_ev=7.6 e_above_lowest_kcal_mol=42.4 largest_force_ev_per_a=2.9 energy_ev=-20028.5742
C 1.494 -0.440 -1.130 0.2 -0.1 -0.8
C 1.129 -0.059 0.255 -0.8 -1.1 -1.3
C 0.524 -0.621 -2.088 -0.2 -0.3 0.8
C -0.033 0.529 0.531 -0.6 0.3 1.6
Si -1.408 -0.630 -1.789 1.3 -0.3 1.0
Si -0.900 0.492 2.192 1.6 2.4 0.5
H 2.579 -0.631 -1.355 -1.2 0.0 0.3
H 1.563 -0.586 1.081 0.9 -0.1 0.2
H 0.772 -1.156 -3.024 0.4 0.8 0.2
H -0.475 1.144 -0.185 -0.8 1.0 -1.8
H -1.937 0.549 -2.565 0.4 0.2 -0.3
H -2.032 -0.274 2.136 -2.1 -1.4 -0.2
H -1.343 1.830 2.898 0.5 -1.0 -0.9
H 0.067 -0.147 3.043 0.5 -0.4 0.7

***

(11)
8
Properties=species:S:1:pos:R:3:forces:R:3 method="wB97M-V/def2-TZVPD" gap_ev=10.3 e_above_lowest_kcal_mol=76.5 largest_force_ev_per_a=3.9 energy_ev=-9609.3959
C 2.068 -0.415 -0.647 1.2 -0.2 -0.5
C 1.000 -0.250 -0.022 -2.8 0.0 2.7
C -0.303 0.004 0.874 1.1 2.4 0.6
C -0.389 0.134 -0.556 2.1 -1.4 -2.0
F -0.341 1.297 -1.177 -1.3 0.1 -0.4
F -0.856 -0.927 -1.334 -0.4 2.1 1.1
H -0.893 -0.778 1.262 0.1 -1.4 0.5
H -0.286 0.933 1.599 0.1 -1.8 -2.0

***

(12)
15
Properties=species:S:1:pos:R:3:forces:R:3 method="wB97M-V/def2-TZVPD" gap_ev=10.5 e_above_lowest_kcal_mol=49.2 largest_force_ev_per_a=3.9 energy_ev=-25115.7949
C 1.209 1.532 0.647 2.7 -1.7 -2.4
O -3.669 0.482 -0.063 2.1 1.0 -0.2
O -1.232 0.644 -0.652 0.1 0.1 0.4
O -2.247 -1.882 0.187 0.8 0.8 -0.2
O 0.431 -1.218 0.081 -1.6 -1.7 0.1
Si 0.401 0.273 -0.498 0.2 2.8 -1.7
Si -2.302 -0.376 -0.132 -2.6 -0.6 0.2
H 1.865 2.336 0.131 -0.8 -1.7 0.9
H 0.602 2.007 1.305 -2.3 1.5 1.8
H 1.724 0.790 1.293 0.7 0.8 -0.2
H -4.515 0.118 -0.028 -1.9 -1.1 0.3
H 3.450 -1.566 -0.227 2.5 -2.1 0.3
H -0.510 -1.723 0.080 2.1 0.7 0.1
H 0.670 0.697 -1.974 0.6 -1.0 1.0
H 4.125 -2.114 -0.150 -2.5 2.1 -0.3

***

Copy entry 4 word for word.
21
Properties=species:S:1:pos:R:3:forces:R:3 method="wB97M-V/def2-TZVPD" smiles=CNCCNC.O gap_ev=9.1 e_above_lowest_kcal_mol=96.3 largest_force_ev_per_a=5.2 energy_ev=-9399.4319
C -0.475 2.205 -1.116 -0.5 4.5 2.6
N -0.314 1.203 -2.013 -0.8 -3.4 -3.5
C 1.072 0.681 -2.219 -0.2 -1.7 1.0
C 1.363 -0.198 -1.029 -0.6 -2.2 0.3
N 0.339 -1.373 -0.938 0.9 -1.4 0.3
C 0.971 -2.486 -0.099 -4.3 0.3 -1.1
H -0.295 1.740 -0.156 0.1 0.9 1.3
H -1.566 2.557 -1.125 1.4 -0.3 0.1
H 0.192 3.176 -1.215 -1.1 -2.0 -0.1
H -1.033 0.475 -1.591 2.6 1.1 -2.0
H 1.160 -0.110 -2.957 -0.9 0.4 -1.1
H 1.955 1.336 -2.460 -1.5 0.3 0.5
H 2.362 -0.704 -1.068 -0.8 0.2 -0.4
H 1.431 0.348 -0.126 -0.3 0.7 1.3
H -0.708 -1.468 -0.849 2.0 1.5 -0.1
H 0.114 -3.080 0.466 1.9 0.8 -1.5
H 1.609 -3.072 -0.736 0.3 -0.5 0.2
H 1.427 -1.927 0.627 1.9 0.6 2.2
H -3.137 -0.554 6.088 0.1 -0.1 0.2
H -3.188 0.890 6.661 0.0 -0.4 -0.2
O -3.278 0.363 5.854 -0.1 0.5 0.0